Below is C24H21N6Pt as an isolated structure at a distorted geometry, with properties calculated with wB97M-V/def2-TZVPD.

XYZ file:
```
52
C24H21N6Pt | the OMol25 dataset | wB97M-V/def2-TZVPD
Pt -0.184 -0.185 -1.092
N 2.200 -0.845 -1.052
C 3.005 -0.554 0.046
C 4.314 -0.118 -0.156
C 5.168 0.114 0.905
C 4.708 -0.080 2.197
C 3.396 -0.459 2.408
C 2.511 -0.714 1.360
C 1.121 -1.066 1.712
C 0.940 -1.864 2.852
C -0.297 -2.014 3.443
C -1.396 -1.375 2.895
C -1.251 -0.695 1.695
C -0.018 -0.533 1.070
H 2.687 -0.779 -1.940
H 1.687 -1.721 -0.953
H 4.667 0.023 -1.170
H 6.184 0.437 0.725
H 5.363 0.089 3.041
H 3.036 -0.541 3.423
H 1.791 -2.381 3.279
H -0.401 -2.615 4.338
H -2.359 -1.417 3.389
H -2.133 -0.250 1.246
C -3.136 2.038 -0.345
C -3.387 0.680 -0.882
N -2.556 -0.087 -1.549
C -3.242 -1.218 -1.879
C -4.513 -1.144 -1.397
N -4.596 0.068 -0.760
H -2.119 2.100 0.034
H -3.842 2.268 0.450
H -3.228 2.784 -1.133
H -2.783 -2.012 -2.435
H -5.339 -1.827 -1.447
H -5.396 0.426 -0.264
C 0.032 4.688 -1.407
C -0.574 3.966 -2.421
C -0.571 2.581 -2.391
C 0.038 1.864 -1.353
C 0.662 2.623 -0.356
C 0.662 4.007 -0.377
H 0.014 5.773 -1.419
H -1.044 4.489 -3.248
H -1.060 2.049 -3.202
H 1.138 2.113 0.475
H 1.160 4.561 0.411
N -0.198 -6.927 -1.739
C -0.194 -5.828 -1.373
N -0.172 -4.664 -0.848
C -0.237 -3.486 -1.266
N -0.254 -2.348 -1.541
```

Highest occupied orbital energy (spin up / spin down), eV: -3.2 / -3.5
Charge: -1
Gap between HOMO and LUMO (spin up / spin down), eV: 5.71 / 5.98

***

Below is an isolated molecule of C24H21NO4, with properties calculated with wB97M-V/def2-TZVPD.

XYZ file:
```
50
C24H21NO4 | the OMol25 dataset | wB97M-V/def2-TZVPD
O -3.170 -1.633 -1.800
C -2.993 -1.294 -0.626
C -3.860 -0.329 0.039
C -3.634 0.132 1.345
C -4.461 1.057 1.934
C -5.556 1.557 1.233
C -5.803 1.135 -0.050
C -4.965 0.203 -0.673
O -5.262 -0.150 -1.920
H -4.562 -0.770 -2.240
H -6.638 1.514 -0.619
H -6.208 2.282 1.698
H -4.261 1.397 2.938
H -2.787 -0.230 1.907
C -1.812 -1.906 0.093
H -1.797 -1.729 1.164
H -1.814 -2.983 -0.094
C -0.525 -1.334 -0.561
C 0.703 -1.639 0.251
C 1.325 -2.838 0.509
C 2.466 -2.833 1.302
C 2.955 -1.648 1.824
C 2.336 -0.433 1.563
C 1.214 -0.440 0.758
N 0.425 0.630 0.335
C -0.589 0.208 -0.468
O -1.416 0.919 -0.995
C 0.753 2.027 0.478
H 1.294 2.166 1.416
H -0.189 2.581 0.514
C 1.594 2.520 -0.714
C 2.836 1.687 -0.856
C 2.824 0.533 -1.629
C 3.935 -0.288 -1.683
C 5.076 0.039 -0.971
C 5.104 1.196 -0.212
C 3.989 2.013 -0.153
H 4.013 2.913 0.446
H 5.995 1.461 0.339
H 5.943 -0.604 -1.011
H 3.906 -1.188 -2.280
H 1.937 0.269 -2.187
H 1.846 3.569 -0.550
H 0.984 2.444 -1.616
H 2.741 0.482 1.965
H 3.840 -1.662 2.442
H 2.975 -3.761 1.512
H 0.940 -3.756 0.094
O -0.388 -1.769 -1.883
H -1.262 -1.718 -2.308
```

Highest occupied orbital energy, eV: -8.3
Gap between HOMO and LUMO, eV: 8.36
Structure (SMILES): O=C(C[C@@]1(O)C(=O)N(CCc2ccccc2)c2ccccc21)c1ccccc1O

***

Below is a 13-piece molecular cluster, C24H22B3Cl48NO4Si overall at a distorted geometry, with properties calculated with wB97M-V/def2-TZVPD.

XYZ file:
```
103
C24H22B3Cl48NO4Si | the OMol25 dataset | wB97M-V/def2-TZVPD
C -2.452 -2.547 3.695
C -2.877 -2.727 2.128
B -1.627 -3.460 1.397
O -1.364 -3.058 0.016
B -0.005 -2.529 0.100
C 0.240 -0.958 -0.180
C 0.949 -0.696 -1.618
O 2.381 -0.594 -1.416
Si 2.914 1.053 -1.304
C 4.840 0.965 -1.148
C 2.180 1.882 0.275
C 2.404 2.149 -2.789
O 1.008 -3.488 0.482
B 0.625 -3.967 1.806
C 1.762 -3.883 2.960
C 1.600 -3.157 4.296
C 2.733 -3.142 5.283
N 4.039 -3.668 5.214
C 4.152 -4.303 3.962
C 3.168 -4.491 2.843
O -0.741 -4.436 2.025
H -2.784 -3.416 4.343
H -1.311 -2.512 3.700
H -2.795 -1.539 4.115
H -3.009 -1.671 1.729
H -3.821 -3.360 2.085
H -0.753 -0.380 -0.225
H 0.839 -0.508 0.682
H 0.510 0.196 -2.169
H 0.756 -1.624 -2.260
H 5.218 1.964 -0.755
H 5.166 0.118 -0.461
H 5.297 0.820 -2.191
H 1.057 1.976 0.087
H 2.674 2.888 0.480
H 2.333 1.142 1.142
H 2.712 3.235 -2.573
H 1.274 2.123 -2.937
H 2.889 1.838 -3.772
H 0.617 -2.649 4.547
H 2.510 -2.608 6.274
H 5.200 -4.756 3.773
H 3.460 -5.073 1.915
C -2.568 -7.970 1.355
Cl -4.330 -7.804 1.493
Cl -1.854 -8.037 2.976
Cl -2.182 -9.463 0.472
Cl -1.903 -6.577 0.475
C 7.108 -4.756 7.126
Cl 7.491 -3.023 7.081
Cl 6.977 -5.376 5.466
Cl 8.400 -5.626 7.980
Cl 5.569 -5.001 7.975
C -6.805 -2.795 -0.159
Cl -7.586 -2.879 -1.752
Cl -5.383 -1.738 -0.257
Cl -7.951 -2.140 1.031
Cl -6.300 -4.420 0.341
C -5.679 -0.277 -4.370
Cl -6.458 -0.358 -5.964
Cl -4.255 0.780 -4.458
Cl -6.828 0.378 -3.183
Cl -5.175 -1.906 -3.873
C -1.454 2.663 -7.133
Cl -1.271 2.503 -5.374
Cl -0.996 1.138 -7.917
Cl -3.146 3.042 -7.519
Cl -0.405 3.970 -7.720
C -1.754 7.575 -9.412
Cl -1.120 8.177 -7.866
Cl -2.424 5.947 -9.182
Cl -3.031 8.665 -9.993
Cl -0.441 7.512 -10.606
C -11.220 -0.062 -0.156
Cl -10.581 0.550 1.384
Cl -11.885 -1.691 0.084
Cl -12.502 1.021 -0.738
Cl -9.912 -0.129 -1.355
C -3.142 0.081 7.291
Cl -4.622 -0.390 6.430
Cl -1.736 -0.662 6.500
Cl -2.974 1.848 7.258
Cl -3.235 -0.474 8.975
C 6.924 5.058 0.432
Cl 7.268 6.741 -0.017
Cl 7.634 3.967 -0.775
Cl 7.624 4.714 2.027
Cl 5.166 4.812 0.492
C 2.037 -9.138 3.362
Cl 0.574 -9.638 2.498
Cl 3.463 -9.853 2.578
Cl 2.157 -7.365 3.321
Cl 1.952 -9.687 5.049
C 4.491 8.517 -3.075
Cl 4.894 7.196 -1.959
Cl 3.056 9.378 -2.483
Cl 5.859 9.646 -3.174
Cl 4.157 7.850 -4.687
C 1.239 12.863 -4.385
Cl -0.252 12.383 -5.221
Cl 2.633 12.097 -5.174
Cl 1.415 14.629 -4.456
Cl 1.160 12.344 -2.688
```

Highest occupied orbital energy, eV: -9.4
Gap between HOMO and LUMO, eV: 9.08